one.
This record from OMol25 describes one molecule with the formula C4H6N2. The level of theory is ωB97M-V/def2-TZVPD.

Results
- HOMO-LUMO gap: 0.308 Eh
- Total charge: 0

Positions of all 12 atoms, in Å:
C1 -0.4906 0.4214 -0.9118
C2 -0.5538 -0.3611 0.3770
C3 1.1332 0.4269 -0.5158
N1 -1.6204 -0.7360 1.0573
C4 0.8020 -0.3735 0.6175
N2 2.0655 1.1851 -0.9006
H1 -2.5623 -0.5530 0.7304
H2 -1.5643 -1.1051 1.9998
H3 2.9781 0.7428 -1.0221
H4 -1.0144 1.3784 -0.9572
H5 -0.5761 -0.1445 -1.8389
H6 1.4030 -0.8814 1.3643

two.
This record from OMol25 describes one molecule with the formula C4H6N2. The level of theory is ωB97M-V/def2-TZVPD.

Results
- HOMO-LUMO gap: 0.360 Eh
- Total charge: 0

Positions of all 12 atoms, in Å:
N1 2.9545 0.0886 -0.7511
C1 1.9523 -0.0438 -0.2044
C2 0.6802 -0.2354 0.4520
C3 -0.3155 0.9631 0.3678
C4 -1.2327 -0.0427 -0.3537
N2 -0.2299 -1.0493 -0.2917
H1 0.8399 -0.6149 1.4597
H2 -0.7723 1.2265 1.3207
H3 0.0503 1.8486 -0.1633
H4 -1.7647 0.0581 -1.2747
H5 -2.2296 -0.2990 0.2053
H6 -0.0857 -1.8611 -0.8638

three.
This record from OMol25 describes one molecule with the formula C4H6N2. The level of theory is ωB97M-V/def2-TZVPD.

Results
- HOMO-LUMO gap: 0.398 Eh
- Total charge: 0

Positions of all 12 atoms, in Å:
N1 -2.4554 -0.3818 -1.2340
C1 -1.5322 0.2695 -0.9855
C2 -0.3690 1.0940 -0.5966
N2 0.4453 0.5660 0.4926
C3 1.2908 -0.5826 0.2228
C4 0.1079 -0.7072 1.1077
H1 0.2647 1.2419 -1.4781
H2 -0.7525 2.0782 -0.3051
H3 2.2942 -0.5197 0.6384
H4 1.2292 -1.0510 -0.7605
H5 -0.7421 -1.2615 0.7102
H6 0.2190 -0.7458 2.1881

Energy comparison, zero being the most stable, in hartree: one 0.0183; two 0.0090; three 0.0000.

one.
This record from OMol25 describes one molecule with the formula C4H6N2. The level of theory is ωB97M-V/def2-TZVPD.

Results
- HOMO-LUMO gap: 0.323 Eh
- Total charge: 0

Positions of all 12 atoms, in Å:
C1 1.7427 -0.9073 -0.4774
C2 0.5657 -0.1396 -0.9049
C3 -0.5222 -0.2872 0.0746
N1 -1.5186 0.7620 -0.0750
C4 -1.7614 1.6468 0.8987
N2 -2.1859 2.4138 1.6623
H1 2.1797 -1.3986 -1.3464
H2 1.6593 -1.5971 0.3792
H3 2.4458 -0.1027 -0.1949
H4 -1.0209 -1.2521 -0.1551
H5 -0.1614 -0.3526 1.1126
H6 -1.4229 1.2145 -0.9737

two.
This record from OMol25 describes one molecule with the formula C4H6N2. The level of theory is ωB97M-V/def2-TZVPD.

Results
- HOMO-LUMO gap: 0.399 Eh
- Total charge: 0

Positions of all 12 atoms, in Å:
N1 2.8843 1.3853 -0.4082
C1 2.0746 0.5618 -0.4565
C2 1.0455 -0.4861 -0.5574
N2 -0.0943 -0.1814 0.2864
C3 -1.3851 -0.6346 -0.1983
C4 -1.0404 0.8095 -0.1911
H1 0.7926 -0.6044 -1.6257
H2 1.4820 -1.4306 -0.2153
H3 -2.0487 -1.0622 0.5484
H4 -1.4184 -1.1236 -1.1736
H5 -0.8703 1.2845 -1.1577
H6 -1.4237 1.4724 0.5800

three.
This record from OMol25 describes one molecule with the formula C4H6N2. The level of theory is ωB97M-V/def2-TZVPD.

Results
- HOMO-LUMO gap: 0.398 Eh
- Total charge: 0

Positions of all 12 atoms, in Å:
N1 2.9658 1.2086 0.4793
C1 2.1143 0.4947 0.1682
C2 1.0135 -0.3792 -0.2385
N2 -0.1250 -0.1438 0.5848
C3 -1.3682 -0.6779 0.0458
C4 -1.1462 0.7834 0.1939
H1 0.7866 -0.2259 -1.3018
H2 1.3216 -1.4278 -0.1099
H3 -1.5797 -1.2546 0.9036
H4 -1.4164 -1.0614 -0.9850
H5 -0.9172 1.3382 -0.7134
H6 -1.6491 1.3456 0.9732

four.
This record from OMol25 describes one molecule with the formula C4H6N2. The level of theory is ωB97M-V/def2-TZVPD.

Results
- HOMO-LUMO gap (alpha / beta): 0.247 / 0.259 Eh
- Total charge: 0

Positions of all 12 atoms, in Å:
C1 0.8974 -1.0291 -1.3034
C2 0.2889 -0.2432 -0.2753
C3 -0.6764 0.8322 -0.3514
N1 -0.8001 1.3561 0.9039
N2 -0.0679 0.7043 1.8204
C4 0.5915 -0.2173 1.1753
H1 1.3677 -1.9612 -1.0156
H2 -0.7014 -0.8528 -0.3449
H3 0.5486 -0.9236 -2.3238
H4 -1.2258 1.2023 -1.2039
H5 -1.4988 2.0065 1.2234
H6 1.2763 -0.8743 1.6951

Energy comparison, zero being the most stable, in hartree: one 0.0903; two 0.0000; three 0.0204; four 0.1161.

one.
This record from OMol25 describes one molecule with the formula C4H6N2. The level of theory is ωB97M-V/def2-TZVPD.

Results
- HOMO-LUMO gap: 0.334 Eh
- Total charge: 0

Positions of all 12 atoms, in Å:
C1 -1.2932 0.3436 0.8092
N1 -0.0466 0.5669 0.0849
C2 0.1454 0.2159 -1.4994
C3 0.7566 -0.5608 -0.3848
C4 2.1917 -0.5533 -0.1148
N2 3.3305 -0.5990 0.0859
H1 -1.1534 0.2255 1.8904
H2 -1.7566 -0.5634 0.4070
H3 -1.9590 1.1865 0.6181
H4 0.2917 1.4947 -0.1104
H5 -0.8112 -0.2624 -1.7431
H6 0.3040 -1.4942 -0.0430

two.
This record from OMol25 describes one molecule with the formula C4H6N2. The level of theory is ωB97M-V/def2-TZVPD.

Results
- HOMO-LUMO gap: 0.332 Eh
- Total charge: 0

Positions of all 12 atoms, in Å:
C1 -1.5692 -0.3274 -0.2945
N1 -0.2113 -0.2094 0.2716
C2 0.8997 -1.1703 -0.2612
C3 1.9322 -0.2857 -0.2201
N2 1.6317 1.0762 0.0969
C4 0.3907 1.1289 0.3386
H1 -1.5592 0.0092 -1.3312
H2 -1.8565 -1.3782 -0.2531
H3 -2.2655 0.2822 0.2905
H4 -0.2396 -0.5713 1.2307
H5 2.9737 -0.5239 -0.4040
H6 -0.2082 2.0013 0.5770

three.
This record from OMol25 describes a 3-piece molecular cluster, C4H6N2 overall. The level of theory is ωB97M-V/def2-TZVPD.

Results
- HOMO-LUMO gap: 0.374 Eh
- Total charge: 0

Positions of all 12 atoms, in Å:
C1 -0.9115 1.2455 -0.8234
C2 -0.4163 0.0653 -0.4083
N1 0.0746 -1.1550 -0.8912
C3 0.7016 -0.5460 0.3112
C4 1.9379 0.1506 0.2221
N2 2.9466 0.7047 0.1747
H1 -1.4808 1.3131 -1.7491
H2 -1.8601 -0.4856 0.4904
H3 -0.7859 2.1371 -0.2126
H4 -1.5624 -1.3901 0.6945
H5 0.5804 -0.9340 -1.7481
H6 0.6084 -1.1260 1.2256

four.
This record from OMol25 describes one molecule with the formula C4H6N2. The level of theory is ωB97M-V/def2-TZVPD.

Results
- HOMO-LUMO gap: 0.350 Eh
- Total charge: 0

Positions of all 12 atoms, in Å:
C1 -1.5901 -0.4283 0.0124
C2 -0.1463 0.0202 0.0561
C3 0.9546 -0.9095 -0.2409
N1 2.1739 -0.5393 -0.2344
N2 0.4258 2.3751 0.8206
C4 0.1603 1.2629 0.3927
H1 -2.2605 0.4005 -0.2311
H2 -1.7367 -1.1990 -0.7515
H3 -1.9189 -0.8474 0.9703
H4 0.6353 -1.9383 -0.4724
H5 2.7898 -1.3238 -0.4435
H6 0.5126 3.1154 0.1244

Energy comparison, zero being the most stable, in hartree: one 0.0957; two 0.0751; three 0.1181; four 0.0000.